A molecular structure, C5H10O2, computed with wB97M-V/def2-TZVPD.

Geometry (Å):
1 C -2.14263 -0.53348 0.39874
2 C -1.09690 0.24178 -0.39849
3 O -1.00180 1.57461 0.06614
4 C 0.26449 -0.43593 -0.33019
5 C 1.50470 0.30984 -0.84524
6 C 2.08059 -0.04135 0.52957
7 O 0.77795 -0.40583 1.02065
8 H -3.09924 -0.00344 0.37269
9 H -2.29105 -1.54195 -0.00172
10 H -1.82149 -0.62787 1.44262
11 H -1.39571 0.30695 -1.45176
12 H -0.57704 1.50665 0.93444
13 H 0.19925 -1.47164 -0.69708
14 H 2.01050 -0.08910 -1.72893
15 H 1.30433 1.37765 -0.95250
16 H 2.54302 0.74928 1.13111
17 H 2.74103 -0.91618 0.50993

The HOMO energy is -9.87 eV. The LUMO energy is 1.1 eV. The HOMO-LUMO gap comes out at 10.930 eV.

A single C5H10O2 molecule, computed with wB97M-V/def2-TZVPD.

Geometry (Å):
1 O 0.24494 -1.64882 1.62049
2 C -0.91721 -1.62005 0.80298
3 C -1.05666 -0.22030 0.21880
4 C 0.13916 0.13698 -0.54161
5 C 0.33939 1.80088 -1.36498
6 O 1.61521 1.77597 -0.81030
7 C 1.38495 0.66807 0.02843
8 H 0.36505 -2.55393 1.93970
9 H -1.82290 -1.84857 1.38597
10 H -0.84458 -2.35307 -0.01758
11 H -1.17134 0.50514 1.03613
12 H -1.96679 -0.19770 -0.39027
13 H 0.17934 0.02912 -1.69459
14 H -0.34548 2.48650 -0.86308
15 H 0.40332 2.01612 -2.44541
16 H 2.25088 0.01210 0.04261
17 H 1.20272 1.01156 1.05270

The HOMO energy is -8.23 eV. The LUMO energy is 0.8 eV. The HOMO-LUMO gap comes out at 9.050 eV.

2 unconnected molecules or ions with the total composition C5H10O2, computed with wB97M-V/def2-TZVPD.

Geometry (Å):
1 C 1.12922 0.23269 -1.33267
2 C 0.58687 0.54163 -0.16744
3 C 1.29741 1.18198 0.88177
4 C -0.63629 -2.01316 0.54238
5 C -0.87987 0.25545 -0.00242
6 O -1.63343 0.18092 -1.23651
7 O -1.59157 0.83186 1.03409
8 H 0.61621 -0.35959 -2.08244
9 H 2.06003 0.74081 -1.45723
10 H 0.79551 2.04896 1.33365
11 H 2.34849 1.38024 0.47938
12 H 1.56636 0.42264 1.58146
13 H -0.04140 -2.50511 -0.23286
14 H -0.42688 -1.77870 1.52275
15 H -1.66930 -2.13563 0.44496
16 H -1.00092 0.25641 -1.95692
17 H -2.52043 0.71862 0.64805

The HOMO energy (alpha / beta) is -7.39 / -7.39 eV. The LUMO energy (alpha / beta) is 0.7 / 0.7 eV. The HOMO-LUMO gap (alpha / beta) comes out at 8.089 / 8.092 eV.

2 unconnected molecules or ions with the total composition C5H10O2, computed with wB97M-V/def2-TZVPD.

Geometry (Å):
1 C 2.59322 -0.80047 -0.32288
2 C 1.27316 -0.49888 0.35336
3 O 0.30723 -0.12412 -0.66601
4 C -0.72471 -0.88768 -0.79635
5 C -1.74963 1.35682 1.46968
6 C -1.62790 -0.37196 -1.85724
7 O -2.53044 0.41403 -1.65558
8 H 2.97615 0.08102 -0.84536
9 H 3.33371 -1.10766 0.42203
10 H 2.47500 -1.61295 -1.04668
11 H 0.85899 -1.35632 0.88996
12 H 1.33730 0.36566 1.02020
13 H -1.61896 0.28832 1.67257
14 H -2.68400 1.70766 1.91550
15 H -0.91425 1.91913 1.89516
16 H -1.79762 1.51116 0.39102
17 H -1.50725 -0.88375 -2.83938

The HOMO energy is -8.87 eV. The LUMO energy is 0.4 eV. The HOMO-LUMO gap comes out at 9.311 eV.

A molecular structure, C5H10O2, computed with wB97M-V/def2-TZVPD.

Geometry (Å):
1 C -2.04869 0.25848 0.59144
2 C -0.57223 0.51620 0.59583
3 O 0.35220 -1.46606 0.88599
4 C 1.39040 -1.32544 0.08449
5 C 1.61837 0.27860 -0.36945
6 C 0.22294 0.62119 -0.56916
7 O -0.28788 0.47540 -1.80630
8 H -2.54646 0.73463 1.43832
9 H -2.15968 -0.82644 0.67992
10 H -2.54477 0.60298 -0.32290
11 H -0.03700 0.58506 1.53170
12 H 1.32482 -1.83803 -0.90352
13 H 2.38124 -1.57103 0.52336
14 H 2.05714 0.79162 0.48782
15 H 2.24045 0.37672 -1.26126
16 H -0.26412 1.72433 0.09211
17 H -1.16155 0.05918 -1.75900

The HOMO energy is -7.90 eV. The LUMO energy is 0.5 eV. The HOMO-LUMO gap comes out at 8.419 eV.

A single C5H10O2 molecule, computed with wB97M-V/def2-TZVPD.

Geometry (Å):
1 O 2.31620 0.41086 0.72987
2 C 1.58804 -0.64608 0.13343
3 C 0.09509 -0.41824 0.35432
4 C -0.33047 1.05227 0.31384
5 C -1.80548 0.94378 -0.05606
6 O -1.92513 -0.19974 -0.89247
7 C -0.77861 -1.02418 -0.75550
8 H 3.23246 0.33370 0.43915
9 H 1.78985 -0.69073 -0.94830
10 H 1.88971 -1.61392 0.56186
11 H -0.20321 -0.84007 1.32258
12 H -0.16472 1.56029 1.26721
13 H 0.23225 1.59078 -0.45629
14 H -2.17675 1.81586 -0.60505
15 H -2.43186 0.81273 0.83961
16 H -0.23118 -1.03648 -1.71142
17 H -1.09618 -2.05084 -0.53679

The HOMO energy is -9.48 eV. The LUMO energy is 0.9 eV. The HOMO-LUMO gap comes out at 10.345 eV.

A molecular structure, C5H10O2, computed with wB97M-V/def2-TZVPD.

Geometry (Å):
1 C -1.26801 -0.03041 -1.93687
2 O 0.06224 -0.21790 -1.52816
3 C 1.02037 1.26792 0.96132
4 C -0.28031 0.96308 1.65769
5 O 0.49316 0.37076 2.75043
6 C 1.61587 0.70343 2.01216
7 C 0.33799 -1.50062 -1.01179
8 H -1.99643 -0.27266 -1.14570
9 H -1.38356 1.02428 -2.20049
10 H -1.50064 -0.63749 -2.82425
11 H 1.29991 1.67535 0.00114
12 H -0.92149 0.21039 1.18809
13 H -0.87131 1.80313 2.03317
14 H 2.60916 0.46906 2.38179
15 H 1.30716 -1.82631 -1.40181
16 H 0.40455 -1.47922 0.08597
17 H -0.42563 -2.23507 -1.30124

The HOMO energy is -8.78 eV. The LUMO energy is 1.0 eV. The HOMO-LUMO gap comes out at 9.756 eV.

A single C5H10O2 molecule, computed with wB97M-V/def2-TZVPD.

Geometry (Å):
1 C 2.25331 -0.59546 0.79046
2 O 0.89578 -0.75845 0.46749
3 C 0.55875 -0.06417 -0.71155
4 C -0.93977 -0.05344 -0.93430
5 C -1.89290 -0.54302 0.13717
6 C -1.72866 0.92336 -0.10203
7 O -1.06235 1.74677 0.80571
8 H 2.90543 -0.89643 -0.04311
9 H 2.46476 -1.22580 1.65605
10 H 2.47921 0.45326 1.04199
11 H 0.91569 0.98254 -0.62284
12 H 1.08698 -0.49231 -1.57650
13 H -1.24304 -0.19750 -1.96882
14 H -2.81607 -1.01451 -0.19124
15 H -1.45381 -0.96422 1.03576
16 H -2.53819 1.46688 -0.57982
17 H -0.13992 1.46275 0.85463

The HOMO energy is -9.42 eV. The LUMO energy is 0.9 eV. The HOMO-LUMO gap comes out at 10.331 eV.

3 unconnected molecules or ions with the total composition C5H10O2, computed with wB97M-V/def2-TZVPD.

Geometry (Å):
1 C -0.17830 -1.20945 0.53946
2 C -1.44855 -1.44925 0.44597
3 C -0.97818 -0.88946 1.75512
4 H 0.79469 -1.39101 0.13423
5 H -2.14921 -2.10963 -0.02895
6 H -0.84996 -1.56924 2.59857
7 H -1.21934 0.13924 2.04605
8 C -1.56028 0.80296 -0.87560
9 O -1.06871 0.62638 -1.97012
10 H -2.62589 0.59843 -0.67902
11 H -1.00389 1.24717 -0.03008
12 C 2.32959 0.98145 -0.45927
13 O 1.38242 0.08301 -1.00165
14 H 3.11473 1.15205 -1.19334
15 H 2.88033 0.62859 0.44739
16 H 1.91614 1.93942 -0.13154
17 H 0.66441 0.41935 -1.59723

The HOMO energy is -9.26 eV. The LUMO energy is 0.8 eV. The HOMO-LUMO gap comes out at 10.014 eV.

A single C5H10O2 molecule, computed with wB97M-V/def2-TZVPD.

Geometry (Å):
1 C 0.36235 -0.52316 2.31451
2 O 0.44297 -0.35899 0.91494
3 C -0.59896 0.46432 0.39989
4 C -0.60441 0.39296 -1.12626
5 C 0.72977 0.82879 -1.75736
6 C -0.91405 -0.97545 -1.75630
7 O -0.36190 -1.95017 -1.07989
8 H 0.44150 0.44587 2.82599
9 H 1.19463 -1.16142 2.61695
10 H -0.58652 -0.99841 2.60244
11 H -1.56579 0.11250 0.79659
12 H -0.45287 1.49892 0.75024
13 H -1.39042 1.07591 -1.47090
14 H 0.84673 1.91668 -1.73623
15 H 1.57279 0.37650 -1.22639
16 H 0.77291 0.50338 -2.80297
17 H 0.11126 -1.64824 -0.26526

The HOMO energy is -8.03 eV. The LUMO energy is 0.8 eV. The HOMO-LUMO gap comes out at 8.813 eV.

A single C5H10O2 molecule, computed with wB97M-V/def2-TZVPD.

Geometry (Å):
1 O 2.77679 -0.31952 -0.83911
2 C 1.75383 -0.84271 -0.02578
3 C 0.38336 -0.37043 -0.47463
4 C -0.77845 -0.84127 0.39275
5 C -1.78691 0.28979 0.19373
6 C -0.87040 1.51053 0.14499
7 O 0.36460 1.05897 -0.39606
8 H 2.63952 0.63813 -0.84636
9 H 1.89179 -0.55889 1.03071
10 H 1.81751 -1.93493 -0.09267
11 H 0.23383 -0.66896 -1.52447
12 H -0.46582 -0.89221 1.44454
13 H -1.15564 -1.82475 0.09882
14 H -2.53530 0.35930 0.98594
15 H -2.30864 0.16569 -0.76075
16 H -0.69649 1.91495 1.14917
17 H -1.26357 2.31632 -0.48081

The HOMO energy is -9.68 eV. The LUMO energy is 1.0 eV. The HOMO-LUMO gap comes out at 10.695 eV.

2 unconnected molecules or ions with the total composition C5H10O2, computed with wB97M-V/def2-TZVPD.

Geometry (Å):
1 C -2.22559 -0.52205 -0.50208
2 C -1.04696 0.44121 -0.50985
3 C 0.27755 -0.21410 -0.83555
4 O 0.38206 -1.38419 -1.12704
5 C 1.51478 0.68288 -0.82127
6 C 2.23869 0.72722 0.50850
7 O 1.78915 0.34260 1.55953
8 H -3.16437 0.02074 -0.35352
9 H -2.28749 -1.06848 -1.44749
10 H -2.12340 -1.26079 0.29784
11 H -1.19940 1.23589 -1.25572
12 H -0.93574 0.95586 0.45506
13 H 1.26195 1.72351 -1.07006
14 H 2.21842 0.32412 -1.58012
15 H 3.25232 1.17710 0.45941
16 H -0.30450 -1.70876 1.93528
17 H 0.35488 -1.50571 1.65878

The HOMO energy is -9.84 eV. The LUMO energy is 0.8 eV. The HOMO-LUMO gap comes out at 10.615 eV.

A single C5H10O2 molecule, computed with wB97M-V/def2-TZVPD.

Geometry (Å):
1 C 0.62492 0.75228 2.08163
2 C -0.04474 -0.22498 1.12087
3 O -1.43456 0.00816 1.04015
4 C 0.52441 -0.13453 -0.29561
5 C -0.03666 -1.11617 -1.33463
6 C -0.47724 0.14676 -2.08167
7 O -0.08571 0.99237 -0.98367
8 H 0.11139 0.72968 3.04719
9 H 1.67835 0.49449 2.24172
10 H 0.57148 1.77356 1.68681
11 H 0.08197 -1.25404 1.48179
12 H -1.50604 0.70544 0.36144
13 H 1.61630 -0.03215 -0.29726
14 H 0.67870 -1.76664 -1.84311
15 H -0.87028 -1.70158 -0.93932
16 H -1.54394 0.24056 -2.31292
17 H 0.11164 0.38679 -2.97340

The HOMO energy is -10.02 eV. The LUMO energy is 1.1 eV. The HOMO-LUMO gap comes out at 11.080 eV.

2 unconnected molecules or ions with the total composition C5H10O2, computed with wB97M-V/def2-TZVPD.

Geometry (Å):
1 C -1.67393 -1.26613 0.07799
2 C -0.85229 -0.51151 1.07487
3 C -0.71655 0.81004 1.19408
4 O -0.94067 1.77373 0.25388
5 H -1.16153 -2.11596 -0.38751
6 H -2.07792 -0.63245 -0.71265
7 H -2.50732 -1.65614 0.67053
8 H -0.47858 -1.11139 1.90045
9 H -0.42336 1.24901 2.14370
10 H -0.88643 1.35579 -0.62075
11 C 1.99732 0.37343 -0.23030
12 C 1.20193 0.14978 -1.49153
13 O 0.02579 -0.07823 -1.65353
14 H 3.02369 0.26872 -0.57537
15 H 1.83557 -0.28663 0.62467
16 H 1.80200 1.39780 0.11926
17 H 1.83227 0.28014 -2.38780

The HOMO energy is -8.34 eV. The LUMO energy is 0.8 eV. The HOMO-LUMO gap comes out at 9.162 eV.

A single C5H10O2 molecule, computed with wB97M-V/def2-TZVPD.

Geometry (Å):
1 C -2.41684 -0.44614 -0.11659
2 C -1.13980 0.25020 -0.58750
3 C 0.09152 -0.20926 0.19459
4 O 0.46704 -1.48112 -0.28460
5 C 1.22997 0.82771 0.06926
6 C 2.54249 0.33082 0.61435
7 O 3.09838 -0.65105 0.16535
8 H -3.23884 -0.32425 -0.82858
9 H -2.25330 -1.51907 0.02555
10 H -2.75438 -0.02634 0.83854
11 H -0.93778 0.03965 -1.64725
12 H -1.25885 1.33577 -0.47703
13 H -0.18907 -0.27804 1.26121
14 H 1.43582 -1.53600 -0.27339
15 H 0.93411 1.74884 0.57722
16 H 1.38553 1.05956 -0.99191
17 H 3.00400 0.87871 1.46077

The HOMO energy is -10.17 eV. The LUMO energy is 0.7 eV. The HOMO-LUMO gap comes out at 10.853 eV.

A single C5H10O2 molecule, computed with wB97M-V/def2-TZVPD.

Geometry (Å):
1 C -3.01287 0.17466 -0.74407
2 O -2.50608 1.11453 0.30185
3 C -1.24830 0.81417 0.59343
4 C -0.45930 -0.06639 -0.02166
5 C 0.89422 -0.38799 0.49895
6 O 1.87507 0.08850 -0.39689
7 C 3.16638 -0.26488 0.00700
8 H -2.76786 0.62889 -1.69361
9 H -2.90936 -0.90882 -0.87692
10 H -4.03581 0.40502 -0.54632
11 H -0.89865 1.38343 1.44207
12 H -0.70611 -0.48951 -0.98920
13 H 1.03368 0.05323 1.50138
14 H 1.00835 -1.48088 0.61103
15 H 3.41378 0.15920 0.99387
16 H 3.85636 0.13487 -0.73823
17 H 3.29648 -1.35805 0.05733

The HOMO energy is -8.78 eV. The LUMO energy is 1.0 eV. The HOMO-LUMO gap comes out at 9.788 eV.

A single C5H10O2S molecule, computed with wB97M-V/def2-TZVPD.

Geometry (Å):
1 C 0.12862 -1.82277 -0.88004
2 C 0.26588 -0.79161 0.22359
3 C 0.27027 -1.51401 1.58558
4 O -0.69450 0.21277 0.19329
5 C -0.24758 1.45388 0.66965
6 S 0.85694 2.35791 -0.49375
7 C -0.40043 2.58004 -1.74340
8 O -1.56162 2.79416 -1.53292
9 H -0.86410 -2.20508 -0.84679
10 H 0.87632 -2.57072 -0.76175
11 H 0.24265 -1.31191 -1.79463
12 H 1.23964 -0.29454 0.15175
13 H 1.11494 -2.17606 1.61282
14 H 0.34033 -0.71846 2.37150
15 H -0.61936 -2.05028 1.60110
16 H 0.19910 1.42207 1.65214
17 H -1.16199 2.09467 0.78783
18 H 0.01489 2.53994 -2.79598

The HOMO energy is -9.82 eV. The LUMO energy is 0.6 eV. The HOMO-LUMO gap comes out at 10.384 eV.

A single C5H10O2S molecule, computed with wB97M-V/def2-TZVPD.

Geometry (Å):
1 C -2.45250 0.79405 -0.33337
2 O -2.40444 -0.47152 0.28672
3 C -1.12162 -0.87993 0.64739
4 S -0.09960 -1.41595 -0.77755
5 C 1.40090 -0.37817 -0.59290
6 C 2.20037 -0.65889 0.66236
7 C 0.95738 1.05685 -0.73755
8 O 0.89263 1.81423 0.19563
9 H -3.50179 1.03415 -0.47420
10 H -1.96869 0.77856 -1.32720
11 H -1.97195 1.55794 0.27730
12 H -0.58563 -0.06875 1.17213
13 H -1.22075 -1.73634 1.29372
14 H 1.98240 -0.64847 -1.47447
15 H 2.50204 -1.71665 0.71509
16 H 3.11855 -0.04292 0.66793
17 H 1.62075 -0.37407 1.57557
18 H 0.65194 1.35589 -1.77661

The HOMO energy is -9.21 eV. The LUMO energy is 0.7 eV. The HOMO-LUMO gap comes out at 9.916 eV.

2 unconnected molecules or ions with the total composition C5H10O2Si, computed with wB97M-V/def2-TZVPD.

Geometry (Å):
1 C 1.21118 2.06535 -0.13354
2 C 1.03631 0.93213 0.54518
3 C 0.74177 -1.53044 0.85169
4 C 0.31418 -0.50584 -1.41931
5 C 0.39959 -0.28924 0.06912
6 O -3.23271 -0.90673 0.00860
7 O -3.13740 0.37003 -0.72990
8 Si -2.17798 0.19948 0.57175
9 H 1.69705 2.91306 0.31757
10 H 0.87664 2.19667 -1.14730
11 H 1.39275 0.88948 1.56857
12 H 0.09720 -2.36116 0.57642
13 H 0.66408 -1.36323 1.92197
14 H 1.77240 -1.81783 0.62947
15 H -0.34058 -1.34211 -1.64879
16 H -0.06662 0.37299 -1.92763
17 H 1.30637 -0.73046 -1.81933
18 H -2.55421 0.90785 1.76547

The HOMO energy is -8.25 eV. The LUMO energy is -0.3 eV. The HOMO-LUMO gap comes out at 7.999 eV.

A molecular structure, C5H10O3, computed with wB97M-V/def2-TZVPD.

Geometry (Å):
1 C 1.19180 0.22973 0.22000
2 C -1.26366 0.75280 0.39821
3 C 1.52866 1.32881 -0.74446
4 C -1.96067 -0.25464 1.03788
5 C 0.62527 -1.26006 -0.25225
6 O 1.94141 -0.97925 -0.02434
7 O 0.28143 -1.30305 -1.58882
8 O -0.06160 -1.98552 0.57273
9 H -0.33041 -2.04013 -1.70742
10 H 1.22634 0.46620 1.27942
11 H -1.29872 0.85826 -0.67655
12 H -0.82606 1.56821 0.95440
13 H 0.99511 2.24736 -0.49829
14 H 2.59965 1.54062 -0.70506
15 H 1.28353 1.02744 -1.76284
16 H -2.16318 -0.15071 2.09853
17 H -1.01572 -1.29233 0.91124
18 H -2.75317 -0.75375 0.48763

The HOMO energy is -8.99 eV. The LUMO energy is 0.1 eV. The HOMO-LUMO gap comes out at 9.128 eV.

Computed values of DFT total energy (unit: hartree) for the preceding records, in sequence: -346.95338 -346.86088 -346.83864 -346.86757 -346.84289 -346.96614 -346.87658 -346.92537 -346.81901 -346.87908 -346.97687 -346.94307 -346.95264 -346.93306 -346.97644 -346.90365 -745.14314 -745.14521 -636.32718 -422.10280.
Computed values of energy above the lowest of the compared OMol25 structures with the same formula, charge and spin (unit: kcal/mol) for the preceding records, in sequence: 45.2 103.3 117.2 99.1 114.5 37.2 93.4 62.8 129.5 91.8 30.5 51.7 45.7 58.0 30.7 76.4 30.3 29.0 104.0 96.5.